Formula: BrH3P2
Source: the Open Molecules 2025 dataset
Level of theory: ωB97M-V/def2-TZVPD

The multiplicity is 1. For the lowest unoccupied orbital energy, the calculation gives 0.40 eV.

Positions of all 6 atoms, in Å:
P1 -0.870 0.889 0.167
P2 0.406 -0.916 0.073
Br1 2.329 0.181 0.078
H1 -0.516 1.116 -1.118
H2 -1.834 0.115 -0.551
H3 0.485 -1.384 1.351

Atom charges from the natural (NBO) analysis, given in e for atoms 1 to 4: 0.0432 0.2339 -0.2308 -0.0058

=====

Formula: BrH3Si
Source: the Open Molecules 2025 dataset
Level of theory: ωB97M-V/def2-TZVPD

The multiplicity is 1. For the lowest unoccupied orbital energy (alpha / beta), the calculation gives -0.46 / -3.76 eV.

Positions of all 5 atoms, in Å:
Si1 0.921 -0.020 -0.002
Br1 -3.995 -0.288 0.158
H1 2.340 -0.526 -0.263
H2 0.860 0.676 1.178
H3 -0.126 0.159 -1.071

Atom charges from the natural (NBO) analysis, given in e for atoms 1 to 4: 0.4578 -0.0006 -0.1437 -0.1808

=====

Formula: BrH4N2OP
Source: the Open Molecules 2025 dataset
Level of theory: ωB97M-V/def2-TZVPD

The multiplicity is 1. For the lowest unoccupied orbital energy, the calculation gives 0.30 eV.

Positions of all 9 atoms, in Å:
N1 -1.653 1.091 -0.920
N2 -0.287 -1.024 -0.657
O1 -0.017 0.841 1.252
P1 -0.649 0.395 0.027
Br1 2.707 -0.227 0.532
H1 -1.966 2.061 -0.526
H2 0.483 -1.671 -0.383
H3 -0.938 -1.314 -1.297
H4 2.320 -0.152 1.973

Atom charges from the natural (NBO) analysis, given in e for atoms 1 to 4: -1.2713 -1.1954 -1.0429 2.2397

=====

Listing energy relative to the best compared isomer or geometry (same formula, charge and spin) for the structures above in their given order: 3.6, 99.7, 22.5 kcal/mol.